The following is a DFT calculation (ωB97M-V with the def2-TZVPD basis set) of 2 unconnected molecules or ions with the total composition C10H10N.

CARTESIAN COORDINATES (ANGSTROEM)
C  1.60  0.02  -3.82
C  1.29  0.27  -2.69
C  -2.84  -1.01  1.28
C  -2.78  0.22  0.70
C  -1.75  -1.85  1.28
C  -1.57  0.76  0.21
C  -0.57  -1.36  0.58
C  -0.42  -0.08  0.25
C  2.15  -0.09  0.18
C  0.85  0.28  -0.34
N  1.75  1.34  0.03
H  2.21  -0.24  -4.59
H  -3.56  -1.33  1.91
H  -3.65  0.94  0.74
H  -1.76  -2.86  1.74
H  -1.51  1.82  -0.04
H  0.29  -1.95  0.67
H  2.31  -0.34  1.22
H  2.84  -0.41  -0.55
H  1.38  1.84  0.83
H  2.34  1.98  -0.65

Calculated values
Charge ... +1
HOMO ... -13.29 eV
Total energy ... -12007.4561 eV
Maximum force ... 5.446 eV Å⁻¹
Molar mass ... 144.20 g mol⁻¹
Relative energy (zero: lowest compared OMol25 entry of this formula, charge and spin) ... 871.22 kJ/mol

The following is a DFT calculation (ωB97M-V with the def2-TZVPD basis set) of 2 unconnected molecules or ions with the total composition C3H8N2.

CARTESIAN COORDINATES (ANGSTROEM)
C  2.95  2.38  -0.75
N  3.68  2.02  0.35
H  3.28  2.25  -1.79
H  2.04  2.96  -0.49
H  4.60  2.37  0.28
C  -2.12  -2.73  0.35
C  -2.32  -1.39  0.66
N  -1.87  -0.36  -0.05
H  -1.45  -3.10  -0.43
H  -2.04  -3.57  1.16
H  -2.90  -1.03  1.51
H  -1.92  -0.39  -1.08
H  -1.94  0.59  0.28

Calculated values
HOMO ... -7.95 eV
Total energy ... -6217.0131 eV
Maximum force ... 6.158 eV Å⁻¹
SMILES ... C=CN.C=N
Molar mass ... 72.11 g mol⁻¹
Relative energy (zero: lowest compared OMol25 entry of this formula, charge and spin) ... 466.38 kJ/mol

The following is a DFT calculation (ωB97M-V with the def2-TZVPD basis set) of a molecular structure, C25H50N2O2P2Pd.

CARTESIAN COORDINATES (ANGSTROEM)
Pd  0.28  -0.37  -0.79
C  1.02  -0.65  -2.53
O  1.63  -0.65  -3.52
C  0.65  1.41  -0.17
O  1.03  2.49  -0.05
P  -1.80  0.48  -1.89
C  -3.07  1.16  -0.73
H  -3.90  1.47  -1.38
C  -1.68  1.83  -3.16
H  -0.85  2.43  -2.76
C  -2.78  -0.95  -2.56
H  -2.96  -1.54  -1.65
C  2.69  -3.04  -0.18
P  2.35  -1.25  0.30
H  3.52  -1.70  2.30
H  1.80  -3.54  0.24
C  4.00  -0.45  0.00
H  4.69  -1.29  0.20
C  -1.25  1.28  -4.53
H  -2.11  0.84  -5.07
H  -0.44  0.55  -4.47
H  -0.90  2.13  -5.13
C  -2.90  2.74  -3.32
H  -2.73  3.40  -4.18
H  -3.06  3.39  -2.45
H  -3.82  2.18  -3.50
C  -4.13  -0.56  -3.15
H  -4.78  -0.04  -2.44
H  -4.65  -1.49  -3.43
H  -4.03  0.04  -4.06
C  -1.98  -1.84  -3.52
H  -2.42  -2.85  -3.47
H  -0.92  -1.93  -3.23
H  -2.04  -1.48  -4.56
C  -3.59  0.13  0.27
H  -4.37  -0.51  -0.16
H  -4.01  0.65  1.14
H  -2.77  -0.51  0.62
C  -2.53  2.41  -0.04
H  -1.74  2.14  0.66
H  -3.35  2.89  0.53
H  -2.14  3.16  -0.74
C  3.95  -3.65  0.44
H  4.09  -3.43  1.50
H  4.85  -3.35  -0.11
H  3.86  -4.74  0.34
C  2.68  -3.31  -1.68
H  3.59  -2.92  -2.17
C  2.12  -0.26  3.00
H  1.80  -2.89  -2.18
H  2.67  -4.40  -1.82
C  1.66  -2.71  2.64
H  1.05  -0.22  3.25
H  2.71  -0.33  3.93
H  2.38  0.69  2.52
C  2.45  -1.50  2.14
H  1.52  -2.63  3.72
H  2.18  -3.65  2.44
H  0.66  -2.77  2.18
C  4.35  0.69  0.96
H  3.63  1.52  0.87
H  5.35  1.06  0.69
H  4.40  0.36  2.01
C  4.21  0.02  -1.44
H  4.08  -0.78  -2.18
H  5.25  0.38  -1.51
H  3.55  0.86  -1.68
H  -0.74  -0.32  1.01
H  -0.88  -1.08  0.82
N  -1.84  2.93  6.18
C  -1.50  2.35  5.00
C  -2.10  1.14  4.59
C  -1.75  0.61  3.35
N  -0.86  1.20  2.53
C  -0.26  2.33  2.93
C  -0.51  2.93  4.16
H  -2.56  2.54  6.77
H  -1.41  3.80  6.47
H  -2.85  0.63  5.18
H  -2.21  -0.32  3.02
H  0.44  2.83  2.26
H  0.03  3.83  4.41

Calculated values
Charge ... +4
HOMO (alpha / beta) ... -19.67 / -21.32 eV
Total energy ... -55822.5014 eV
Maximum force ... 7.656 eV Å⁻¹
Spin multiplicity ... 5
Expectation value of S² ... 6.058
Molar mass ... 579.06 g mol⁻¹
Relative energy (zero: lowest compared OMol25 entry of this formula, charge and spin) ... 0.00 kJ/mol

The following is a DFT calculation (ωB97M-V with the def2-TZVPD basis set) of a molecular structure, C23H23PSbSc.

CARTESIAN COORDINATES (ANGSTROEM)
C  -0.02  -0.89  -4.17
C  -0.84  0.25  -3.96
C  0.00  1.41  -3.94
C  1.35  0.99  -4.11
C  1.37  -0.42  -4.24
Sc  1.34  -1.74  0.36
P  0.41  -3.46  -1.40
H  -0.37  -1.91  -4.26
H  -1.92  0.25  -3.83
H  -0.34  2.43  -3.80
H  2.25  -1.04  -4.42
H  2.22  1.65  -4.17
H  1.25  -4.21  -2.27
H  -0.67  -3.21  -2.31
H  -0.20  -4.57  -0.72
C  -0.78  4.47  3.33
C  0.25  4.54  2.38
C  0.35  3.55  1.39
C  -0.56  2.49  1.36
C  -1.58  2.40  2.32
C  -1.68  3.39  3.30
Sb  -0.40  1.05  -0.26
C  1.62  0.45  0.40
C  2.53  0.03  -0.59
C  3.50  -0.92  -0.27
C  3.57  -1.46  1.02
C  2.76  -0.94  2.05
C  1.82  0.06  1.75
C  -1.51  -0.69  0.58
C  -1.10  -1.76  1.40
C  -2.05  -2.76  1.70
C  -3.39  -2.61  1.34
C  -3.80  -1.50  0.58
C  -2.84  -0.58  0.15
H  -0.87  5.24  4.09
H  0.97  5.36  2.40
H  1.15  3.61  0.64
H  -2.28  1.57  2.30
H  -2.48  3.33  4.05
H  2.44  0.43  -1.60
H  4.19  -1.27  -1.04
H  4.26  -2.28  1.25
H  2.87  -1.29  3.09
H  1.19  0.48  2.54
H  -0.11  -1.79  1.90
H  -1.73  -3.67  2.23
H  -4.15  -3.34  1.65
H  -4.85  -1.35  0.31
H  -3.14  0.23  -0.51

Calculated values
HOMO (alpha / beta) ... -5.46 / -5.46 eV
Total energy ... -60744.6173 eV
Maximum force ... 2.124 eV Å⁻¹
Molar mass ... 497.13 g mol⁻¹
Relative energy (zero: lowest compared OMol25 entry of this formula, charge and spin) ... 34.39 kJ/mol

The following is a DFT calculation (ωB97M-V with the def2-TZVPD basis set) of a single C2H3N3OS molecule.

CARTESIAN COORDINATES (ANGSTROEM)
C  -0.14  0.24  -0.23
C  -1.95  -0.98  0.03
H  3.28  0.74  -0.39
H  -2.63  -1.90  0.05
H  -1.26  1.83  0.59
N  1.02  0.69  -0.04
N  -0.67  -0.99  -0.14
N  -1.34  1.17  -0.10
O  -2.47  0.24  0.16
S  2.49  -0.26  0.10

Calculated values
HOMO ... -8.47 eV
Total energy ... -19472.4215 eV
Maximum force ... 4.533 eV Å⁻¹
SMILES ... S/N=c1\nco[nH]1
Molar mass ... 117.13 g mol⁻¹
Relative energy (zero: lowest compared OMol25 entry of this formula, charge and spin) ... 257.14 kJ/mol

The following is a DFT calculation (ωB97M-V with the def2-TZVPD basis set) of a molecular structure, CH2ClOPS.

CARTESIAN COORDINATES (ANGSTROEM)
C  -0.28  1.42  -0.73
O  0.13  -0.60  -0.69
P  0.63  -0.90  0.74
S  -0.76  1.88  -2.18
Cl  -0.25  1.72  0.89
H  1.09  -2.19  0.49
H  -0.55  -1.33  1.48

Calculated values
HOMO (alpha / beta) ... -8.15 / -8.15 eV
Total energy ... -35759.5933 eV
Maximum force ... 3.722 eV Å⁻¹
Molar mass ... 128.52 g mol⁻¹
Relative energy (zero: lowest compared OMol25 entry of this formula, charge and spin) ... 379.08 kJ/mol

The following is a DFT calculation (ωB97M-V with the def2-TZVPD basis set) of a molecular structure, C22H20CdN3O5S.

CARTESIAN COORDINATES (ANGSTROEM)
Cd  -0.86  -0.99  0.40
O  -0.76  -0.64  2.59
C  -1.27  0.17  3.43
C  -1.03  0.01  4.81
C  -1.54  0.84  5.78
C  -2.36  1.91  5.40
C  -2.70  2.10  4.06
C  -2.14  1.30  3.07
C  -2.35  1.62  1.70
N  -1.68  1.19  0.72
C  -1.97  1.86  -0.51
C  -1.12  1.29  -1.62
N  -1.19  -0.22  -1.52
C  -1.02  -0.89  -2.62
C  -1.07  -2.29  -2.77
C  -0.78  -2.79  -4.03
C  -1.03  -4.13  -4.37
C  -1.56  -4.97  -3.44
C  -1.92  -4.54  -2.13
C  -1.60  -3.21  -1.70
O  -1.70  -2.86  -0.44
H  -0.29  -0.73  5.03
H  -1.32  0.69  6.84
H  -2.79  2.50  6.18
H  -3.39  2.93  3.81
H  -3.22  2.35  1.67
H  -1.87  2.94  -0.45
H  -3.04  1.68  -0.81
H  -0.11  1.73  -1.63
H  -1.58  1.55  -2.58
H  -0.85  -0.26  -3.51
H  -0.46  -2.15  -4.84
H  -0.85  -4.41  -5.39
H  -1.78  -5.96  -3.67
H  -2.46  -5.21  -1.52
N  1.66  -1.09  1.13
C  2.24  -0.04  0.32
C  2.00  1.32  0.56
C  2.78  2.20  -0.12
C  3.70  1.76  -1.03
C  3.95  0.42  -1.29
C  3.09  -0.49  -0.67
S  5.03  3.03  -1.41
O  5.74  2.09  -2.36
O  4.44  4.13  -2.24
O  5.64  3.40  -0.15
H  2.19  -1.94  1.06
H  1.35  -0.76  2.04
H  1.15  1.63  1.21
H  2.78  3.35  -0.04
H  4.75  0.12  -1.93
H  3.16  -1.52  -0.99

Calculated values
Charge ... -1
HOMO ... -5.24 eV
Total energy ... -53246.8449 eV
Maximum force ... 5.823 eV Å⁻¹
Molar mass ... 550.90 g mol⁻¹

The following is a DFT calculation (ωB97M-V with the def2-TZVPD basis set) of a molecular structure, C73H84F7N2O2PSSi.

CARTESIAN COORDINATES (ANGSTROEM)
C  7.09  0.72  0.40
O  7.40  2.05  -0.09
C  7.52  2.08  -1.53
C  6.40  2.95  -2.29
C  5.51  3.89  -1.33
C  4.43  3.08  -0.43
C  3.30  2.34  -1.30
C  3.71  0.80  -1.70
C  3.22  0.41  -3.19
C  2.74  -1.15  -3.31
C  1.12  -1.09  -3.20
C  0.27  -1.54  -1.97
C  -1.33  -1.41  -1.92
P  -2.25  -1.99  -0.37
O  -2.38  -3.55  -0.37
C  -2.11  -0.82  -3.13
C  -3.69  -0.60  -3.18
C  -4.19  0.77  -2.51
C  -3.31  2.07  -2.88
C  -4.13  3.22  -3.69
C  -3.82  4.70  -3.16
C  -2.28  4.99  -2.82
C  -2.04  5.48  -1.27
C  -0.76  4.79  -0.57
Si  -1.15  3.30  0.57
C  -0.67  1.71  -0.45
C  -3.02  3.17  1.07
C  -0.16  3.28  2.20
C  -0.26  4.44  3.23
C  0.54  4.43  4.58
C  1.50  3.22  4.88
C  1.63  2.04  3.88
C  0.77  2.08  2.55
C  -1.24  -0.42  -4.39
N  -1.96  0.10  -5.53
S  -0.64  0.43  -6.60
N  0.78  -0.04  -5.72
C  0.33  -0.54  -4.44
H  7.61  -0.13  -0.18
H  7.42  0.61  1.50
H  5.96  0.49  0.40
H  7.47  1.01  -1.99
H  8.55  2.52  -1.80
H  5.75  2.25  -2.91
H  6.93  3.65  -3.05
H  6.22  4.53  -0.67
H  4.93  4.64  -1.98
H  4.90  2.36  0.32
H  3.88  3.89  0.19
H  2.37  2.25  -0.62
H  3.08  2.92  -2.26
H  3.28  0.12  -0.88
H  4.86  0.75  -1.61
H  4.08  0.60  -3.92
H  2.34  1.12  -3.44
H  3.02  -1.49  -4.36
H  3.23  -1.75  -2.47
H  0.84  -1.96  -1.07
H  -1.42  -1.70  0.79
H  -3.57  -1.45  -0.27
H  -4.18  -1.46  -2.57
H  -4.15  -0.68  -4.22
H  -5.30  0.99  -2.73
H  -4.12  0.63  -1.36
H  -2.37  1.85  -3.49
H  -2.95  2.53  -1.88
H  -3.78  3.17  -4.79
H  -5.24  2.98  -3.61
H  -4.16  5.43  -4.00
H  -4.49  4.92  -2.25
H  -1.97  5.91  -3.46
H  -1.56  4.14  -3.09
H  -1.86  6.62  -1.23
H  -3.03  5.32  -0.70
H  -0.08  4.40  -1.43
H  -0.13  5.59  -0.03
H  0.45  1.43  -0.32
H  -0.80  1.89  -1.59
H  -1.36  0.86  -0.10
H  -3.41  4.25  1.23
H  -3.19  2.55  2.02
H  -3.62  2.77  0.17
H  -0.95  5.34  3.03
H  0.47  5.24  5.38
H  2.12  3.19  5.86
H  2.31  1.13  4.04
H  0.87  1.21  1.82
F  5.42  2.00  3.70
C  6.03  3.20  3.71
C  6.81  3.58  2.64
C  7.44  4.82  2.65
C  7.29  5.66  3.75
C  6.50  5.27  4.83
C  5.87  4.03  4.81
H  6.92  2.91  1.79
H  8.05  5.13  1.81
H  7.78  6.63  3.77
H  6.39  5.92  5.69
H  5.24  3.71  5.64
F  -4.71  -2.69  -4.78
C  -4.08  -3.87  -4.65
C  -2.70  -3.90  -4.60
C  -2.04  -5.12  -4.46
C  -2.79  -6.30  -4.39
C  -4.18  -6.26  -4.45
C  -4.83  -5.03  -4.58
H  -2.14  -2.97  -4.67
H  -0.96  -5.16  -4.41
H  -2.28  -7.25  -4.29
H  -4.75  -7.17  -4.39
H  -5.91  -4.98  -4.61
F  -0.74  6.41  6.39
C  -1.68  5.85  7.18
C  -1.80  6.25  8.50
C  -2.77  5.67  9.30
C  -3.61  4.69  8.78
C  -3.47  4.29  7.46
C  -2.51  4.87  6.65
H  -1.13  7.01  8.89
H  -2.88  5.98  10.34
H  -4.36  4.23  9.41
H  -4.12  3.51  7.05
H  -2.40  4.58  5.61
F  -2.49  -2.93  5.36
C  -3.21  -3.82  4.65
C  -3.88  -4.83  5.31
C  -4.63  -5.75  4.57
C  -4.69  -5.64  3.18
C  -4.00  -4.62  2.53
C  -3.27  -3.70  3.27
H  -3.82  -4.91  6.39
H  -5.16  -6.54  5.08
H  -5.27  -6.36  2.61
H  -4.05  -4.54  1.45
H  -2.73  -2.89  2.78
F  0.85  -2.27  1.51
C  1.46  -3.46  1.66
C  2.84  -3.48  1.73
C  3.49  -4.70  1.88
C  2.76  -5.88  1.95
C  1.37  -5.84  1.88
C  0.71  -4.62  1.73
H  3.40  -2.55  1.67
H  4.58  -4.73  1.95
H  3.27  -6.83  2.07
H  0.79  -6.76  1.93
H  -0.37  -4.57  1.68
F  -7.72  -6.05  -4.04
C  -8.26  -5.28  -3.08
C  -9.63  -5.28  -2.90
C  -10.19  -4.48  -1.90
C  -9.36  -3.68  -1.11
C  -7.98  -3.69  -1.31
C  -7.43  -4.49  -2.30
H  -10.26  -5.90  -3.53
H  -11.26  -4.48  -1.74
H  -9.80  -3.05  -0.34
H  -7.34  -3.06  -0.70
H  -6.36  -4.51  -2.46
F  6.61  -3.76  -0.12
C  6.17  -4.22  -1.30
C  4.82  -4.13  -1.60
C  4.36  -4.60  -2.83
C  5.26  -5.16  -3.74
C  6.61  -5.25  -3.42
C  7.07  -4.77  -2.20
H  4.13  -3.70  -0.88
H  3.30  -4.54  -3.08
H  4.90  -5.53  -4.69
H  7.31  -5.68  -4.13
H  8.12  -4.81  -1.94

Calculated values
HOMO ... -8.57 eV
Total energy ... -131150.4675 eV
Maximum force ... 6.279 eV Å⁻¹
Molar mass ... 1245.60 g mol⁻¹
Relative energy (zero: lowest compared OMol25 entry of this formula, charge and spin) ... 0.00 kJ/mol

The following is a DFT calculation (ωB97M-V with the def2-TZVPD basis set) of 2 unconnected molecules or ions with the total composition C3H4N3O2S.

CARTESIAN COORDINATES (ANGSTROEM)
C  -1.45  -0.29  1.29
C  -1.08  -0.23  -0.07
C  0.25  0.24  -0.73
N  -2.77  -0.62  1.33
N  -2.30  -0.56  -0.85
N  -3.19  -0.82  0.10
O  0.07  -2.78  -1.21
O  -0.04  -2.99  1.25
S  -0.71  -2.65  0.01
H  -0.95  0.24  2.15
H  0.70  -0.55  -1.33
H  0.68  0.52  0.12
H  -0.02  1.13  -1.40

Calculated values
Charge ... -1
HOMO (alpha / beta) ... -1.75 / -5.35 eV
Total energy ... -22572.7990 eV
Maximum force ... 5.404 eV Å⁻¹
Spin multiplicity ... 3
Expectation value of S² ... 2.009
Molar mass ... 146.15 g mol⁻¹
Relative energy (zero: lowest compared OMol25 entry of this formula, charge and spin) ... 0.00 kJ/mol